[1]
{"formula": "C12H26N3O4S2W", "method": "wB97M-V/def2-TZVPD", "elements": ["W", "C", "C", "C", "O", "C", "O", "O", "H", "H", "H", "H", "H", "H", "H", "N", "C", "C", "C", "N", "C", "C", "N", "C", "H", "H", "H", "H", "H", "H", "H", "H", "H", "H", "H", "H", "H", "H", "H", "H", "C", "O", "C", "S", "S", "H", "H", "H"], "xyz": [[-0.2972, 0.1300, 0.1972], [1.5989, 1.8954, 3.3014], [1.4412, 0.5823, 2.5746], [2.2390, -0.5540, 3.1765], [-0.0051, 0.1651, 2.4794], [1.5747, 0.7063, 1.0529], [1.1136, 1.7168, 0.4535], [1.6730, -0.4021, 0.3849], [1.2570, 1.7937, 4.3328], [1.0566, 2.7011, 2.8083], [2.6546, 2.1651, 3.3291], [1.8667, -0.7699, 4.1774], [3.2884, -0.2723, 3.2607], [2.1703, -1.4537, 2.5686], [-0.4601, 0.4484, 3.2854], [1.0552, -4.3109, -2.9854], [1.4035, -3.2578, -1.9474], [1.5268, -1.8601, -2.5577], [0.1913, -1.1031, -2.7743], [0.1567, 0.1838, -1.9922], [-1.0545, -1.9214, -2.4186], [-0.9809, -2.7160, -1.1045], [-1.4520, -1.8370, 0.0217], [0.4289, -3.2552, -0.7750], [1.7556, -4.3284, -3.7332], [0.1445, -4.1555, -3.4200], [1.0479, -5.2480, -2.5710], [2.3843, -3.5536, -1.5761], [2.0872, -1.9029, -3.4936], [2.1471, -1.2952, -1.8628], [0.1140, -0.8364, -3.8285], [-0.5553, 0.7821, -2.4102], [1.0282, 0.6948, -2.1371], [-1.2854, -2.5961, -3.2460], [-1.9104, -1.2420, -2.3682], [-1.6782, -3.5515, -1.1882], [-1.4150, -2.3767, 0.8885], [-2.4469, -1.6576, -0.1188], [0.3617, -4.2433, -0.3152], [0.8906, -2.5981, -0.0376], [-4.3948, 4.3914, 0.1250], [-3.9049, 3.0242, 0.1272], [-2.6540, 2.7986, -0.0660], [-1.3889, 3.7814, -0.3152], [-2.4176, 0.9919, -0.1272], [-5.4685, 4.3195, 0.2519], [-4.1517, 4.8676, -0.8231], [-3.9517, 4.9484, 0.9485]], "lowdin_charge": [1.500, 0.031, -0.454, 0.024, -0.092, -0.585, -0.024, -0.092, 0.119, 0.105, 0.125, 0.117, 0.122, 0.089, 0.157, 0.266, -0.246, -0.064, -0.277, -0.016, -0.094, -0.302, -0.059, -0.078, 0.191, 0.165, 0.191, 0.172, 0.142, 0.121, 0.161, 0.113, 0.135, 0.133, 0.123, 0.160, 0.135, 0.084, 0.144, 0.107, 0.001, -0.173, -1.202, 0.811, 0.691, 0.112, 0.105, 0.107], "gap_ev": [5.474, 6.014], "multiplicity": 3, "energy_ev": -48995.2687, "relative_energy_kcal_mol": 5.80, "e_homo_ev": [-17.1, -17.2], "charge": 3}

[2]
{"formula": "C12H26N4OP", "method": "wB97M-V/def2-TZVPD", "elements": ["C", "C", "C", "N", "C", "N", "N", "C", "N", "C", "C", "C", "O", "P", "C", "C", "C", "C", "H", "H", "H", "H", "H", "H", "H", "H", "H", "H", "H", "H", "H", "H", "H", "H", "H", "H", "H", "H", "H", "H", "H", "H", "H", "H"], "xyz": [[-0.3368, 3.0221, 2.6213], [-0.5057, 2.8806, 1.4383], [-0.7082, 2.7024, -0.0025], [-0.5558, 1.3108, -0.4978], [0.7562, 0.9725, -0.7171], [1.8098, 1.6683, -0.0946], [1.1123, 0.0302, -1.5412], [0.1419, -0.8240, -2.2643], [-0.0532, -2.0655, -1.5540], [2.5371, -0.2494, -1.8075], [3.3293, -0.9079, -0.6487], [4.3057, -1.9693, -1.1807], [2.4523, -1.4517, 0.3291], [-1.5482, 0.0190, 0.2935], [-0.7712, -0.3472, 1.9170], [-1.1979, -1.7854, 2.3005], [-3.1374, 0.8420, 0.6612], [-3.7306, 1.5286, -0.5952], [-0.1638, 3.1404, 3.6611], [-1.6986, 3.0450, -0.2830], [-0.0122, 3.3546, -0.5326], [1.8859, 2.6324, -0.4005], [1.6656, 1.6641, 0.9117], [0.5607, -0.9851, -3.2587], [-0.7947, -0.2807, -2.3372], [0.5539, -2.7930, -1.9118], [-1.0071, -2.3839, -1.6610], [3.0235, 0.6889, -2.0697], [2.5476, -0.8669, -2.7028], [3.9267, -0.1185, -0.1913], [4.1748, -2.1738, -2.2436], [5.3380, -1.6556, -1.0259], [4.1717, -2.8918, -0.6165], [2.6371, -1.0259, 1.1698], [-1.1427, 0.3540, 2.6647], [0.3146, -0.2625, 1.8588], [-1.8724, -2.2092, 1.5493], [-1.7299, -1.7947, 3.2491], [-0.3355, -2.4480, 2.3352], [-3.7980, 0.0181, 0.9362], [-3.0791, 1.5586, 1.4831], [-3.6600, 2.6116, -0.5122], [-4.7876, 1.2925, -0.7002], [-3.2118, 1.2380, -1.5117]], "lowdin_charge": [0.147, -0.128, -0.195, -0.164, -0.368, 0.165, 0.014, -0.221, 0.032, -0.068, -0.393, -0.021, -0.038, 1.041, -0.385, -0.143, -0.386, -0.147, 0.047, 0.101, 0.124, 0.119, 0.103, 0.127, 0.100, 0.085, 0.073, 0.132, 0.115, 0.130, 0.075, 0.083, 0.088, 0.091, 0.059, 0.057, 0.049, 0.073, 0.072, 0.082, 0.078, 0.062, 0.076, 0.059], "gap_ev": 8.670, "smiles": "C#CCN(/C(N)=[N+](\\CN)C[C@H](C)O)P(CC)CC", "energy_ev": -30154.0289, "relative_energy_kcal_mol": 0.00, "e_homo_ev": -11.6, "charge": 1}